Below is a single C5H10O2 molecule in a non-equilibrium geometry, with properties calculated with wB97M-V/def2-TZVPD.

Results
HOMO-LUMO gap	8.307	eV
max |F|	0.0440	hartree/bohr
net charge	0
lowest unoccupied orbital energy	0.033	Eh
total energy	-9436.219	eV
E_HOMO	-7.42	eV

Geometry (Å):
C (-1.325, -0.313, 2.154)
O (-0.383, -0.191, 1.116)
C (-0.918, 0.503, -0.037)
C (-0.011, 0.696, -1.197)
C (1.393, 1.018, -1.185)
C (1.122, -0.514, -1.415)
O (1.446, -1.447, -0.453)
H (-1.616, 0.674, 2.545)
H (-0.862, -0.890, 2.959)
H (-2.238, -0.833, 1.821)
H (-1.848, -0.015, -0.327)
H (-1.219, 1.520, 0.281)
H (0.403, -0.822, -2.239)
H (1.802, 1.579, -2.040)
H (2.028, 1.137, -0.294)
H (1.597, -0.815, -2.394)
H (0.779, -1.395, 0.257)

Force components x, y, z for each atom (eV/Å):
C -0.2 0.0 0.2
O 0.2 0.0 -0.1
C 0.0 -0.1 -0.1
C -0.4 1.0 -0.4
C -0.2 -0.1 0.0
C 1.0 -1.0 -1.5
O -0.1 -0.2 0.3
H 0.1 -0.1 -0.1
H -0.1 0.1 -0.1
H 0.2 0.1 0.0
H 0.3 0.0 0.0
H 0.1 -0.2 -0.2
H -1.8 0.5 1.3
H -0.2 -0.3 0.3
H -0.4 -0.4 -0.1
H 1.3 0.5 0.6
H 0.1 0.2 -0.1

=====

Below is 2 unconnected molecules or ions with the total composition C5H10O2, with properties calculated with wB97M-V/def2-TZVPD.

Results
HOMO-LUMO gap	9.284	eV
max |F|	0.0129	hartree/bohr
net charge	0
lowest unoccupied orbital energy	0.016	Eh
total energy	-9438.749	eV
E_HOMO	-8.85	eV

Geometry (Å):
C (-0.398, 2.715, -0.206)
C (0.213, 1.391, 0.199)
O (-0.325, 0.352, -0.664)
C (0.530, -0.416, -1.249)
C (0.253, -2.077, 1.658)
C (-0.165, -1.464, -2.041)
O (-0.530, -2.524, -1.574)
H (-1.489, 2.677, -0.131)
H (-0.034, 3.507, 0.456)
H (-0.124, 2.970, -1.234)
H (1.301, 1.366, 0.097)
H (-0.072, 1.101, 1.214)
H (1.148, -1.618, 1.225)
H (0.458, -3.129, 1.865)
H (-0.017, -1.569, 2.587)
H (-0.563, -2.014, 0.936)
H (-0.187, -1.267, -3.138)

Force components x, y, z for each atom (eV/Å):
C 0.0 0.0 0.0
C 0.1 0.2 0.2
O 0.3 -0.4 -0.3
C -0.4 0.2 0.1
C 0.0 0.0 0.0
C -0.1 -0.5 0.1
O 0.2 0.6 -0.3
H 0.2 0.0 0.0
H 0.0 -0.1 -0.1
H 0.0 0.0 0.1
H -0.2 0.0 0.0
H 0.0 0.0 -0.1
H -0.1 -0.1 0.1
H 0.0 0.1 0.0
H 0.0 -0.1 -0.1
H 0.1 0.0 0.2
H 0.0 0.0 0.1

=====

> Which value of HOMO-LUMO gap does entry 2 give?

9.284 eV